No. 1
The molecule C7H6O2S at a distorted geometry. Source: the OMol25 dataset; level of theory: ωB97M-V/def2-TZVPD.

```
16
Properties=species:S:1:pos:R:3:forces:R:3
C 0.927 1.602 0.320 -0.61 0.68 0.00
C 1.997 0.966 -0.306 0.59 -0.69 0.71
C -0.249 0.838 0.453 -1.22 0.52 1.48
C 1.963 -0.397 -0.571 3.68 -1.22 -0.63
C -0.387 -0.508 0.153 1.71 0.60 -0.32
C 0.903 -1.273 -0.254 -4.19 -0.06 -0.04
C -1.739 -1.097 0.266 -0.84 0.78 1.08
O -2.790 1.074 -1.108 -0.35 -0.67 0.42
O 0.861 -2.522 -0.355 0.65 1.39 0.07
S -3.221 -0.065 -0.222 0.78 0.61 -1.28
H 0.997 2.703 0.659 -0.22 -2.10 -0.60
H 2.927 1.514 -0.314 0.24 -0.09 -0.65
H -1.119 1.301 0.990 0.81 -0.20 -0.90
H 2.912 -1.027 -0.922 -1.92 1.86 0.67
H -1.854 -2.101 -0.086 0.04 -0.55 -0.27
H -2.127 -1.007 1.298 0.84 -0.86 0.24
```
Forces are in eV/Å.

total charge: 0
frontier orbital gap (alpha / beta): 7.714 / 6.791 eV
LUMO (alpha / beta): -1.1 / -2.2 eV
highest occupied orbital energy (alpha / beta): -8.814 / -8.990 eV
energy relative to the best compared isomer or geometry (same formula, charge and spin): 2.591 eV
E: -818.88400 a.u.



No. 2
A structure of composition C45H62AsF15N6O2P at a distorted geometry. Source: the OMol25 dataset; level of theory: ωB97M-V/def2-TZVPD.

```
132
Properties=species:S:1:pos:R:3:forces:R:3
C 8.260 -6.574 12.983 -0.53 1.14 0.02
C 8.802 -7.293 11.764 -0.11 -0.75 0.39
C 9.223 -6.444 10.573 0.64 -0.07 -0.59
N 9.296 -7.219 9.262 0.38 -0.65 -0.17
C 10.179 -6.486 8.277 0.09 -0.13 -0.68
C 11.689 -6.500 8.556 -0.02 -0.08 0.97
C 12.194 -7.903 8.871 -0.57 -0.69 -1.11
C 11.297 -8.615 9.874 1.74 0.59 0.95
C 9.857 -8.605 9.462 -0.15 -0.72 0.48
C 7.931 -7.406 8.660 0.71 -0.37 -0.05
H 8.045 -7.245 13.817 0.27 -0.21 -0.08
H 7.304 -6.096 12.753 0.03 -0.04 -0.16
H 8.890 -5.754 13.338 0.19 -0.15 -0.04
H 8.072 -8.080 11.548 -0.12 0.27 -0.46
H 9.691 -7.864 12.058 0.01 0.05 0.05
H 10.264 -6.160 10.730 -0.18 0.42 0.17
H 8.669 -5.554 10.282 -0.33 0.03 0.67
H 9.772 -5.483 8.159 0.14 0.06 0.23
H 10.026 -6.993 7.321 -0.16 -0.07 0.02
H 11.937 -5.855 9.403 -0.05 0.24 -0.16
H 12.202 -6.131 7.669 -0.17 0.29 -0.01
H 13.249 -7.975 9.135 -0.04 0.46 0.33
H 12.126 -8.495 7.948 -0.04 0.04 -0.09
H 11.485 -8.169 10.860 -0.51 0.35 -0.10
H 11.737 -9.600 10.045 -0.76 -0.41 -0.39
H 9.247 -9.101 10.215 -0.07 0.05 -0.07
H 9.739 -9.200 8.554 -0.03 0.37 -0.24
H 7.550 -6.493 8.211 0.01 0.19 0.38
H 7.297 -7.798 9.447 -0.29 0.16 -0.15
H 8.088 -8.142 7.873 -0.34 0.00 -0.02
As 4.567 -5.143 10.785 -0.51 2.14 -1.13
F 3.237 -3.984 10.937 0.69 -0.69 0.25
F 4.588 -4.763 9.053 0.02 -0.55 0.63
F 5.870 -6.287 10.546 -0.08 -0.34 0.01
F 4.624 -5.401 12.491 -0.32 -0.51 0.32
F 3.380 -6.403 10.518 0.54 0.09 0.22
F 5.750 -3.885 11.004 -0.32 -0.36 0.00
P 9.596 -2.455 10.872 -0.11 1.56 1.12
F 9.863 -1.397 9.684 0.41 0.00 -0.45
F 8.186 -2.788 10.195 0.18 -0.58 0.08
F 10.351 -3.636 9.990 -0.13 -0.02 -0.11
F 9.364 -3.530 12.048 -0.09 -0.25 -0.07
F 11.046 -2.063 11.516 0.03 -0.37 -0.18
F 8.932 -1.274 11.775 0.03 -0.58 -0.30
N 10.426 -3.093 7.212 1.21 -0.49 -0.07
C 11.618 -3.002 6.545 -0.12 0.23 -0.23
C 11.369 -3.189 5.210 0.90 -0.11 -0.19
C 10.004 -3.475 5.049 -0.31 -0.33 0.74
C 9.466 -3.476 6.329 -0.63 0.48 -0.36
H 10.380 -2.895 8.209 -0.55 -0.28 -0.24
H 12.569 -2.873 7.034 -0.18 0.30 0.21
H 12.136 -3.180 4.449 -0.11 0.04 -0.06
H 9.511 -3.686 4.115 -0.18 -0.11 0.11
H 8.469 -3.709 6.672 -0.05 0.28 -0.06
N 12.516 -11.629 8.330 -0.85 1.02 -0.10
C 11.509 -12.230 9.067 0.52 -0.76 -0.69
C 10.428 -12.340 8.235 -0.93 -0.30 0.09
C 10.692 -11.642 7.045 0.95 0.86 -0.41
C 11.971 -11.159 7.151 0.17 -0.56 -0.06
H 13.466 -11.445 8.593 -0.07 0.06 0.38
H 11.638 -12.605 10.067 0.22 -0.08 -0.07
H 9.532 -12.932 8.350 -0.01 0.23 0.61
H 10.082 -11.417 6.185 -0.31 -0.28 0.14
H 12.502 -10.524 6.461 0.27 -0.16 0.08
N 4.839 -4.402 16.065 0.10 -0.49 -0.73
C 4.254 -3.863 17.158 0.42 0.03 0.89
C 5.276 -3.545 18.049 -0.65 0.46 -0.25
C 6.491 -3.766 17.383 0.55 -1.88 -0.73
C 6.193 -4.419 16.185 -0.09 0.83 0.74
H 4.363 -4.815 15.279 -0.10 0.17 -0.04
H 3.187 -3.729 17.205 0.00 -0.13 0.14
H 5.198 -3.263 19.087 -0.27 0.41 -0.15
H 7.495 -3.722 17.775 -0.06 0.23 0.15
H 6.800 -4.938 15.464 0.10 0.31 -0.13
N 13.233 -6.933 12.532 0.47 0.29 -0.38
C 12.448 -5.804 12.568 -0.71 -1.09 -0.48
C 13.041 -4.834 11.805 -0.22 0.66 1.34
C 14.325 -5.313 11.495 0.42 -1.07 -1.24
C 14.381 -6.658 11.820 0.01 0.86 0.65
H 12.983 -7.795 12.972 0.12 -0.14 0.00
H 11.474 -5.930 13.018 -0.02 0.54 -0.01
H 12.616 -3.854 11.649 0.10 0.02 -0.07
H 15.121 -4.810 10.968 -0.16 0.12 -0.07
H 15.188 -7.350 11.653 -0.11 -0.18 0.22
N 10.549 -10.705 13.487 0.32 -0.63 -0.07
C 9.217 -10.428 13.517 -0.22 0.81 -1.01
C 8.557 -11.403 12.808 -0.23 -0.59 1.17
C 9.509 -12.415 12.504 1.13 0.12 0.48
C 10.741 -11.932 12.905 -0.37 0.21 -0.19
H 11.305 -10.139 13.821 -0.15 0.19 0.18
H 8.846 -9.484 13.885 0.03 -0.06 0.13
H 7.482 -11.466 12.757 0.02 -0.03 -0.23
H 9.410 -13.463 12.266 -0.48 0.18 -0.61
H 11.738 -12.325 12.793 -0.06 -0.17 0.13
C 4.416 -8.843 17.436 0.60 0.35 -0.26
C 3.128 -8.378 17.194 0.19 -0.78 0.74
C 2.735 -8.024 15.920 0.52 -0.21 -1.09
C 3.654 -8.140 14.857 -0.10 -0.18 0.66
C 4.946 -8.588 15.120 0.57 0.09 -0.01
C 5.337 -8.940 16.402 -0.57 0.26 0.53
H 4.762 -9.026 18.447 -0.27 -0.23 0.04
H 2.484 -8.466 18.062 -0.45 0.61 -0.28
H 1.742 -7.684 15.662 -0.12 -0.02 0.32
H 3.335 -7.923 13.847 0.12 0.22 -0.03
H 5.754 -8.621 14.397 -0.49 0.02 -0.53
H 6.350 -9.245 16.630 0.05 -0.03 -0.18
C 3.374 -7.391 5.978 0.20 0.24 0.47
C 3.401 -7.063 4.638 -0.65 0.42 -1.13
C 4.277 -6.107 4.127 1.74 0.56 0.92
C 5.169 -5.494 5.019 -0.59 -0.32 0.37
C 5.096 -5.785 6.376 0.63 0.65 -0.63
C 4.222 -6.727 6.860 0.01 0.00 0.27
H 2.659 -8.119 6.336 -0.01 0.01 0.04
H 2.611 -7.438 3.995 0.25 -0.34 -0.08
H 4.488 -5.788 3.113 -0.99 -0.49 -0.36
H 5.906 -4.757 4.724 -0.11 -0.02 -0.38
H 5.754 -5.217 7.021 -0.18 -0.18 0.32
H 4.225 -6.836 7.934 -0.36 -0.43 0.07
C 8.189 -7.064 0.053 0.22 0.40 0.82
C 7.194 -6.929 1.221 -0.59 -0.61 -1.71
O 7.745 -6.914 2.519 0.37 1.65 0.77
C 7.670 -7.942 3.317 0.54 -1.86 -0.24
O 7.501 -9.085 2.980 -0.39 0.24 0.08
C 7.982 -7.665 4.813 -0.23 1.80 -0.95
F 8.272 -6.368 5.007 0.12 -0.07 0.08
F 6.924 -7.943 5.550 0.04 -0.72 0.27
F 9.042 -8.363 5.200 0.08 -0.55 0.26
H 8.507 -8.077 -0.175 -0.08 -0.05 0.04
H 9.064 -6.450 0.279 0.10 -0.16 0.06
H 7.746 -6.576 -0.814 -0.15 -0.33 -0.14
H 6.425 -7.703 1.189 0.08 -0.06 -0.08
H 6.703 -5.978 1.022 -0.03 0.16 0.77
```
Forces are in eV/Å.

total charge: -1
frontier orbital gap: 7.114 eV
LUMO: 1.3 eV
highest occupied orbital energy: -5.801 eV
energy relative to the best compared isomer or geometry (same formula, charge and spin): 1.533 eV
E: -6306.43951 a.u.



No. 3
A structure of composition C49H53N4O6Re at a distorted geometry. Source: the OMol25 dataset; level of theory: ωB97M-V/def2-TZVPD.

```
113
Properties=species:S:1:pos:R:3:forces:R:3
Re 14.451 10.975 10.326 -0.03 0.27 0.17
C 14.093 12.230 7.452 -1.91 0.28 -1.25
N 14.936 11.235 8.101 0.08 0.00 1.18
C 14.867 9.982 7.314 1.28 -1.11 1.24
C 16.349 11.679 8.110 0.09 -0.41 -0.29
C 16.868 12.235 6.964 0.53 0.10 -0.59
C 18.237 12.613 6.985 -0.82 0.45 -1.72
C 18.968 12.406 8.111 2.79 -0.42 0.53
C 18.485 11.741 9.206 -1.15 0.22 0.61
C 17.140 11.357 9.226 0.03 0.25 -0.47
N 16.473 10.745 10.251 -1.07 -0.11 0.14
C 17.051 10.127 11.315 0.99 -1.34 0.94
C 18.361 9.548 11.290 -0.79 0.51 1.70
C 18.850 8.902 12.424 -0.22 0.32 0.04
C 18.066 8.719 13.581 1.13 -1.07 -0.42
C 16.789 9.197 13.584 -0.24 -0.13 -0.95
C 16.289 9.871 12.469 -0.68 -0.04 0.36
N 14.821 10.200 12.514 0.02 0.20 -0.49
C 14.027 9.003 12.948 0.67 -0.43 0.05
C 14.560 11.223 13.568 0.21 0.35 -0.56
H 14.539 12.516 6.458 -1.03 -0.28 1.02
H 13.943 13.126 8.050 0.36 -0.10 0.07
H 13.058 11.787 7.320 1.18 0.41 -0.08
H 15.157 10.196 6.293 -0.05 -0.10 -0.26
H 13.881 9.534 7.371 -0.22 0.13 -0.09
H 15.617 9.271 7.781 -0.88 0.69 -0.71
H 16.155 12.265 6.092 1.66 0.41 0.76
H 18.799 13.060 6.148 -0.90 -0.28 0.17
H 20.086 12.601 8.131 -1.61 0.20 -0.21
H 19.068 11.658 10.102 0.27 -0.16 0.07
H 18.985 9.709 10.446 0.31 -0.23 -0.48
H 19.872 8.541 12.431 -0.10 -0.13 -0.16
H 18.405 8.004 14.354 -0.09 0.89 -0.32
H 16.118 8.870 14.349 -0.19 0.22 0.53
H 14.091 8.928 14.029 -0.26 0.22 0.22
H 14.506 8.065 12.635 -0.36 0.36 -0.50
H 12.978 9.100 12.673 0.08 0.03 -0.18
H 14.979 10.934 14.526 -0.08 -0.33 0.14
H 13.491 11.429 13.645 0.30 -0.18 0.13
H 15.072 12.109 13.259 0.22 0.68 -0.03
C 10.470 16.631 11.906 2.97 1.90 -0.27
C 11.066 15.300 12.188 -0.10 -3.56 -0.10
C 10.341 14.684 13.421 -0.33 2.60 -1.80
O 12.507 15.109 12.324 -0.09 1.23 0.77
C 12.976 13.919 11.701 -1.55 1.27 -2.27
C 11.847 13.708 10.625 0.22 -2.44 2.19
O 10.797 14.521 11.015 -0.82 0.06 -0.05
C 11.373 12.143 10.526 -0.73 1.53 0.32
O 12.508 11.284 10.630 -1.19 -0.26 -0.18
C 10.321 11.883 11.675 0.45 -0.66 -1.12
C 10.881 11.310 12.775 1.45 0.29 0.59
C 10.116 10.966 13.895 1.25 -0.56 -0.57
C 8.783 11.151 13.873 -2.32 1.86 -0.36
C 8.146 11.851 12.736 1.30 -1.67 2.25
C 8.904 12.097 11.615 1.15 -0.12 0.82
C 10.643 11.973 9.195 1.02 0.12 0.49
C 10.624 10.762 8.551 0.41 -0.49 0.81
C 10.205 10.640 7.266 -0.81 -0.83 -0.67
C 9.770 11.710 6.535 -0.25 0.57 -0.43
C 9.813 12.930 7.173 -0.23 1.27 -1.01
C 10.151 13.052 8.507 0.06 0.61 -0.62
C 14.379 14.072 11.077 0.28 -0.43 -1.19
O 14.696 12.837 10.351 -0.78 1.01 0.35
C 14.534 15.208 10.008 1.05 -1.54 0.19
C 15.453 14.913 8.972 -0.87 0.49 0.07
C 15.736 15.913 8.045 -0.49 -0.91 0.18
C 15.108 17.148 8.100 0.05 0.29 0.65
C 14.207 17.434 9.136 -0.10 -0.33 -0.56
C 13.936 16.443 10.102 1.29 0.47 -2.01
C 15.500 14.162 12.083 1.24 0.19 -0.96
C 16.802 13.722 11.676 -0.30 0.03 0.67
C 17.876 13.829 12.582 -2.07 0.25 -0.52
C 17.669 14.416 13.821 0.29 -0.02 0.97
C 16.373 14.836 14.191 0.34 0.08 0.74
C 15.289 14.727 13.322 -0.27 -0.26 0.62
H 11.052 17.146 11.061 -1.24 -0.70 1.05
H 10.655 17.187 12.817 -0.06 0.67 0.11
H 9.405 16.606 11.779 -0.31 -0.35 -0.43
H 10.466 15.363 14.243 -0.05 0.23 0.54
H 10.639 13.739 13.670 1.07 -2.40 0.55
H 9.304 14.631 13.121 -0.41 0.06 0.23
H 13.014 13.055 12.308 -0.10 -0.65 1.29
H 12.155 14.026 9.686 0.87 0.40 -1.91
H 12.009 11.255 12.759 -1.78 -0.34 0.17
H 10.606 10.512 14.738 0.02 -0.08 0.32
H 8.240 10.930 14.815 -0.01 0.15 -0.98
H 7.112 12.149 12.876 0.04 -0.21 -0.50
H 8.427 12.472 10.746 -0.15 0.54 -0.74
H 10.916 9.885 9.087 0.22 -0.16 0.13
H 10.134 9.672 6.839 0.06 -0.91 -0.39
H 9.343 11.617 5.532 0.52 -0.01 0.28
H 9.700 13.845 6.564 -0.54 -0.47 0.57
H 10.069 14.020 8.956 0.21 0.39 0.19
H 15.787 13.870 8.865 0.25 1.11 0.06
H 16.338 15.674 7.187 0.45 0.01 -0.14
H 15.412 17.861 7.341 -0.46 0.19 0.14
H 13.638 18.376 9.121 0.50 -0.46 0.24
H 13.284 16.624 10.874 -1.33 0.53 1.58
H 16.952 13.232 10.692 -0.17 0.68 0.99
H 18.818 13.409 12.355 0.92 -0.22 -0.39
H 18.579 14.442 14.489 -1.46 0.24 -0.44
H 16.133 15.211 15.198 0.56 -0.10 -0.48
H 14.246 14.969 13.646 1.26 0.03 -0.28
N 11.396 6.777 10.368 0.10 -0.31 -0.34
C 12.123 7.967 9.968 0.21 0.12 2.29
C 13.632 7.885 10.104 -0.80 -0.96 -0.80
O 14.134 6.674 10.019 -0.33 -0.35 0.57
O 14.357 8.878 10.086 0.12 -1.02 0.01
H 10.622 6.594 9.714 0.51 0.03 0.84
H 11.078 6.807 11.345 0.02 0.04 -0.87
H 13.404 5.972 10.104 0.65 1.41 -0.15
H 11.809 8.864 10.493 -0.01 0.28 0.06
H 12.022 8.157 8.943 -0.43 0.23 -1.71
```
Forces are in eV/Å.

total charge: +1
frontier orbital gap (alpha / beta): 7.259 / 6.800 eV
LUMO (alpha / beta): -2.2 / -3.1 eV
spin multiplicity: 4
highest occupied orbital energy (alpha / beta): -9.500 / -9.948 eV
<S²>: 3.77
energy relative to the best compared isomer or geometry (same formula, charge and spin): 1.666 eV
E: -2647.46845 a.u.